# C8H11O2Si

A gas-phase ion, C8H11O2Si (charge -1) in a non-equilibrium geometry (the ωB97M-V functional and the def2-TZVPD basis, OMol25).

## Properties
charge	-1
highest occupied orbital energy	-3.30	eV
F_max	5.0	eV/A
Kohn-Sham gap	6.891	eV
SMILES string	C=C[Si](C=C)(C=C)OC(=C)[O-]
LUMO level	3.59	eV
relative energy (zero: lowest compared OMol25 entry of this formula, charge and spin)	0.0	kcal per mole

Last column: Löwdin charge in e.
Cartesian coordinates (Å):
C  1.03  2.28  0.69  -0.08
C  0.78  1.06  1.13  -0.17
Si  -0.23  -0.08  0.03  0.40
C  -1.15  0.76  -1.50  -0.18
C  -1.05  0.17  -2.67  -0.06
C  -1.65  -0.51  1.20  -0.25
C  -2.93  -0.22  1.21  -0.14
O  0.62  -1.31  -0.46  -0.23
C  1.86  -2.10  0.19  -0.58
C  2.95  -1.36  -0.08  -0.07
O  1.54  -3.09  0.88  -0.07
H  1.71  2.88  1.12  0.00
H  0.57  2.68  -0.11  -0.01
H  1.30  0.83  2.07  0.07
H  -1.69  1.64  -1.22  0.03
H  -1.63  0.60  -3.47  0.04
H  -0.42  -0.58  -2.75  -0.01
H  -1.33  -1.40  1.94  0.11
H  -3.64  -0.61  1.96  0.03
H  -3.36  0.62  0.49  0.07
H  2.82  -0.43  -0.81  0.07
H  3.90  -1.83  0.18  0.02